Below is a cluster of 3 separate species, C3H10NO3S in total at a distorted geometry, with properties calculated with ωB97M-V/def2-TZVPD.

## Properties
HOMO-LUMO gap in hartree: 0.27140
Charge: -1
F_max in eV/Å: 1.976
HOMO in eV: -3.60
ΔE to the lowest compared entry with this formula, charge and spin in eV: 1.484

Geometry (Å):
O1 1.189 0.715 -0.962
C1 1.032 -0.485 -1.056
C2 -0.418 -1.074 -1.246
C3 -0.580 -2.049 -0.072
S1 0.522 -1.673 1.332
N1 -1.313 0.090 -1.359
H1 1.821 -1.186 -1.300
H2 -0.346 -1.639 -2.188
H3 -1.655 -2.068 0.214
H4 -0.412 -3.097 -0.359
H5 -0.758 0.922 -1.235
H6 -1.997 0.055 -0.612
H7 1.270 0.786 2.847
H8 0.552 0.355 1.617
O2 0.585 1.145 2.271
H9 -0.188 2.832 0.079
H10 0.551 2.872 1.333
O3 0.144 3.499 0.695



Below is a structure of composition C9H10N2Ti at a distorted geometry, with properties calculated with ωB97M-V/def2-TZVPD.

## Properties
Multiplicity: 2
HOMO-LUMO gap (spin up / spin down) in hartree: 0.21670 / 0.24078
Charge: -1
F_max in eV/Å: 6.561
HOMO (spin up / spin down) in eV: -3.04 / -3.67
ΔE to the lowest compared entry with this formula, charge and spin in eV: 0.000

Geometry (Å):
C1 0.059 -1.402 -1.133
C2 -1.254 -1.450 -0.572
C3 -1.168 -2.035 0.710
C4 0.184 -2.367 0.957
C5 0.945 -1.999 -0.184
Ti1 0.483 0.199 0.548
C6 -1.324 1.812 -0.238
C7 -0.323 2.377 -0.973
C8 0.625 2.939 -1.887
N1 2.390 0.223 0.829
H1 -2.024 -2.244 1.396
H2 -2.195 -1.136 -1.095
H3 0.576 -2.887 1.869
H4 2.035 -2.195 -0.349
H5 0.334 -1.049 -2.161
H6 -2.093 1.267 -0.798
H7 2.583 1.009 0.048
H8 -1.610 2.099 0.803
H9 0.233 3.579 -2.599
H10 1.697 2.790 -1.822
N2 -0.111 0.251 3.901
C9 -0.043 0.219 2.748



Below is a cluster of 2 separate species, C38H18BF15O in total at a distorted geometry, with properties calculated with ωB97M-V/def2-TZVPD.

## Properties
HOMO-LUMO gap in hartree: 0.24042
Charge: 0
SMILES: Fc1c(F)c(F)c(B(c2c(F)c(F)c(F)c(F)c2F)c2c(F)c(F)c(F)c(F)c2F)c(F)c1F.Cc1ccc(Cc2ccc(Oc3ccccc3)cc2)cc1
F_max in eV/Å: 1.705
HOMO in eV: -8.41

Geometry (Å):
C1 -5.908 -3.531 9.255
C2 -4.764 -2.754 8.656
C3 -4.997 -1.672 7.793
C4 -3.942 -0.957 7.252
C5 -2.616 -1.218 7.671
C6 -1.744 -0.010 7.761
C7 -0.246 0.028 7.877
C8 0.175 -0.240 9.172
C9 1.502 -0.139 9.541
C10 2.411 0.267 8.567
O1 3.772 0.275 8.851
C11 4.435 -0.942 8.942
C12 5.768 -0.906 8.515
C13 6.473 -2.096 8.389
C14 5.875 -3.312 8.762
C15 4.553 -3.329 9.238
C16 3.824 -2.140 9.323
C17 1.990 0.701 7.303
C18 0.654 0.567 6.942
C19 -2.370 -2.366 8.441
C20 -3.440 -3.083 8.984
H1 -5.547 -4.228 10.022
H2 -6.613 -2.834 9.733
H3 -6.486 -4.128 8.527
H4 -6.019 -1.320 7.593
H5 -4.107 -0.132 6.550
H6 -2.128 0.801 7.100
H7 -0.571 -0.501 9.922
H8 1.792 -0.389 10.552
H9 6.188 0.056 8.228
H10 7.500 -2.079 8.003
H11 6.436 -4.248 8.681
H12 4.080 -4.265 9.543
H13 2.787 -2.155 9.649
H14 2.741 1.130 6.640
H15 0.329 0.890 5.944
H16 -1.336 -2.661 8.642
H17 -3.238 -3.850 9.732
F1 0.713 6.540 11.078
C21 -0.131 5.920 10.228
C22 -1.493 5.901 10.498
F2 -1.946 6.368 11.678
C23 -2.369 5.366 9.564
F3 -3.654 5.169 9.937
C24 -1.953 4.991 8.270
B1 -2.905 4.848 7.044
C25 -4.411 4.458 7.210
C26 -4.873 3.319 7.883
F4 -3.991 2.490 8.497
C27 -6.212 2.934 7.893
F5 -6.589 1.767 8.460
C28 -7.170 3.711 7.249
F6 -8.458 3.323 7.196
C29 -6.772 4.877 6.607
F7 -7.693 5.631 5.968
C30 -5.415 5.210 6.580
F8 -5.061 6.320 5.874
C31 -2.341 4.836 5.594
C32 -2.556 3.756 4.728
F9 -3.004 2.565 5.225
C33 -2.281 3.823 3.365
F10 -2.556 2.784 2.553
C34 -1.708 4.979 2.835
F11 -1.511 5.096 1.504
C35 -1.302 5.990 3.693
F12 -0.626 7.045 3.188
C36 -1.577 5.883 5.055
F13 -1.063 6.824 5.882
H18 -2.031 0.232 8.759
C37 -0.567 4.753 8.175
F14 -0.055 3.965 7.192
C38 0.340 5.232 9.114
F15 1.665 5.011 8.999



Below is a structure of composition C40H53CoN2OPS2 at a distorted geometry, with properties calculated with ωB97M-V/def2-TZVPD.

## Properties
Multiplicity: 2
HOMO-LUMO gap (spin up / spin down) in hartree: 0.20467 / 0.24215
Charge: 0
F_max in eV/Å: 1.274
HOMO (spin up / spin down) in eV: -6.31 / -6.31

Geometry (Å):
Co1 -0.057 -0.294 -0.427
C1 -0.417 1.856 -0.075
C2 -1.642 1.359 0.454
C3 -2.276 0.631 -0.618
C4 -1.441 0.776 -1.769
C5 -0.316 1.573 -1.466
C6 0.596 2.260 -2.459
C7 0.058 2.085 -3.882
C8 0.650 3.760 -2.137
C9 2.011 1.684 -2.391
C10 -3.681 0.068 -0.777
C11 -4.665 1.247 -0.896
C12 -4.077 -0.882 0.358
C13 -3.843 -0.752 -2.068
C14 -2.032 1.653 1.904
C15 -1.803 0.411 2.779
C16 -3.469 2.162 2.099
C17 -1.132 2.765 2.468
H1 0.252 2.516 0.444
H2 -1.710 0.484 -2.766
H3 -0.948 2.493 -3.960
H4 0.039 1.033 -4.161
H5 0.698 2.610 -4.588
H6 -0.352 4.182 -2.124
H7 1.236 4.276 -2.895
H8 1.112 3.935 -1.170
H9 1.991 0.627 -2.659
H10 2.412 1.792 -1.386
H11 2.669 2.201 -3.087
H12 -4.445 2.030 -0.184
H13 -5.683 0.899 -0.735
H14 -4.603 1.679 -1.892
H15 -4.136 -0.379 1.314
H16 -3.346 -1.687 0.437
H17 -5.052 -1.321 0.149
H18 -3.596 -0.178 -2.957
H19 -4.883 -1.065 -2.159
H20 -3.229 -1.648 -2.033
H21 -2.384 -0.438 2.436
H22 -2.071 0.615 3.816
H23 -0.753 0.139 2.740
H24 -4.224 1.425 1.854
H25 -3.639 3.056 1.503
H26 -3.608 2.428 3.146
H27 -0.090 2.467 2.479
H28 -1.419 2.980 3.496
H29 -1.238 3.678 1.888
C18 0.836 1.608 5.477
O1 1.351 1.750 4.171
C19 2.225 0.847 3.728
S1 2.837 -0.351 4.718
S2 2.674 0.998 2.125
H30 0.166 2.452 5.627
H31 1.640 1.632 6.217
H32 0.290 0.665 5.578
C20 3.285 -2.593 2.198
N1 1.862 -2.730 2.430
C21 1.461 -3.447 3.621
C22 1.030 -2.005 1.765
N2 0.268 -1.414 1.115
H33 3.734 -3.580 2.072
H34 3.754 -2.088 3.047
H35 3.456 -1.995 1.307
H36 1.801 -4.481 3.544
H37 0.378 -3.436 3.720
H38 1.905 -2.986 4.507
C23 -0.595 -5.904 -0.069
C24 -1.454 -4.982 -0.644
C25 -0.950 -3.814 -1.180
C26 0.416 -3.547 -1.177
C27 1.267 -4.464 -0.568
C28 0.762 -5.635 -0.029
P1 0.967 -1.904 -1.777
C29 0.628 -1.983 -3.572
C30 -0.702 -2.010 -3.984
C31 -1.034 -1.985 -5.323
C32 -0.039 -1.903 -6.283
C33 1.284 -1.843 -5.884
C34 1.620 -1.881 -4.542
C35 2.782 -2.076 -1.698
C36 3.473 -3.110 -2.331
C37 4.854 -3.163 -2.263
C38 5.557 -2.187 -1.572
C39 4.875 -1.168 -0.930
C40 3.492 -1.117 -0.986
H39 -0.981 -6.817 0.358
H40 -2.519 -5.166 -0.654
H41 -1.631 -3.086 -1.591
H42 2.327 -4.267 -0.501
H43 1.438 -6.340 0.433
H44 -1.486 -2.032 -3.248
H45 -2.072 -2.016 -5.617
H46 -0.298 -1.868 -7.331
H47 2.067 -1.764 -6.625
H48 2.661 -1.830 -4.256
H49 2.924 -3.868 -2.875
H50 5.387 -3.963 -2.757
H51 6.636 -2.218 -1.545
H52 5.417 -0.410 -0.384
H53 2.955 -0.325 -0.478